This record from OMol25 describes a structure of composition C41H33AsBrN6O7Ti in a non-equilibrium geometry. The level of theory is ωB97M-V/def2-TZVPD.

Its total charge is +1. The HOMO-LUMO gap comes out at 6.5 eV. Its multiplicity is 1. The value obtained for the total energy is -8096.5299 Ha. The value obtained for the HOMO energy is -0.390 Ha.

Geometry (Å):
Ti: 0.4869 0.5484 0.4688
Br: -6.2533 1.0938 5.6516
C: -5.3378 -0.5309 5.3562
C: -5.0561 -1.3624 6.4292
C: -4.3921 -2.5585 6.2056
C: -3.9746 -2.8816 4.9240
C: -4.2851 -2.0614 3.8468
C: -4.9753 -0.8806 4.0638
N: -3.3217 -4.1510 4.7423
N: -2.2459 -4.2340 4.1459
C: -1.5414 -3.0579 3.7055
C: -1.0905 -2.1043 4.5755
C: -0.3200 -1.0118 4.1183
C: -0.0339 -0.9245 2.7885
O: 0.6320 0.1088 2.2200
C: -0.4521 -1.9127 1.8746
N: -0.1185 -1.6797 0.5774
C: -0.4637 -2.5977 -0.3011
C: -1.1633 -3.7643 0.0569
C: -1.5482 -3.9667 1.3561
C: -1.1968 -3.0055 2.3300
H: -5.3674 -1.0860 7.4266
H: -4.1894 -3.2376 7.0232
H: -4.0047 -2.3434 2.8400
H: -5.2311 -0.2347 3.2355
H: -1.3409 -2.1718 5.6255
H: 0.0203 -0.2472 4.8024
H: -0.1621 -2.4303 -1.3255
H: -1.3958 -4.4852 -0.7135
H: -2.1009 -4.8516 1.6441
C: 1.9740 -0.2143 -6.4313
C: 1.7128 -1.3260 -5.6425
C: 1.1241 -1.1669 -4.3974
C: 0.7806 0.1057 -3.9494
C: 1.0482 1.2210 -4.7331
C: 1.6465 1.0541 -5.9742
As: -0.1109 0.2375 -2.2393
C: -0.3282 2.1473 -2.0143
C: 0.6607 3.0964 -1.7919
C: 0.2981 4.4240 -1.6104
C: -1.0407 4.7872 -1.6521
C: -2.0287 3.8437 -1.8983
C: -1.6806 2.5125 -2.0921
C: -2.6070 1.4092 -2.4050
C: -3.9851 1.5207 -2.5492
C: -4.7374 0.3984 -2.8607
C: -4.1306 -0.8398 -3.0263
C: -2.7565 -0.9675 -2.8723
C: -2.0069 0.1568 -2.5708
H: 2.4365 -0.3357 -7.4016
H: 1.9752 -2.3160 -5.9908
H: 0.9569 -2.0378 -3.7742
H: 0.7859 2.2160 -4.3984
H: 1.8518 1.9221 -6.5867
H: 1.7062 2.8165 -1.7566
H: 1.0579 5.1729 -1.4318
H: -1.3197 5.8214 -1.5008
H: -3.0640 4.1549 -1.9469
H: -4.4766 2.4766 -2.4239
H: -5.8089 0.4897 -2.9781
H: -4.7278 -1.7064 -3.2763
H: -2.2901 -1.9368 -3.0030
C: 4.4159 0.1451 2.7502
C: 4.8605 1.2493 1.8011
C: 4.4433 0.9949 0.3398
C: 4.8640 2.1772 -0.5680
C: 4.6021 1.9429 -2.0509
C: 5.1322 -0.2634 -0.1806
O: 6.3241 -0.4051 -0.1181
N: 4.3340 -1.2252 -0.7865
C: 2.9530 -1.2502 -0.8519
O: 2.3463 -2.1237 -1.4202
N: 2.3196 -0.1932 -0.2118
C: 2.9626 0.8548 0.2705
O: 2.1608 1.7611 0.6708
H: 4.7379 0.3631 3.7673
H: 4.8491 -0.8182 2.4728
H: 3.3272 0.0430 2.7702
H: 5.9463 1.3454 1.7996
H: 4.4414 2.2108 2.1018
H: 5.9285 2.3356 -0.3933
H: 4.3375 3.0638 -0.2099
H: 5.2545 1.1682 -2.4562
H: 4.7863 2.8540 -2.6186
H: 3.5692 1.6401 -2.2521
H: 4.8145 -2.0151 -1.1979
O: -1.5466 0.5878 0.5704
N: -1.6067 1.8007 1.0397
O: -2.5990 2.3077 1.4145
O: -0.4509 2.3338 1.0325

Löwdin atomic charge list, values in e, 4 entries: Ti 1.135; Br 0.763; C -0.691; C -0.110



This record from OMol25 describes a structure of composition C41H33F3N3O2PtSb in a non-equilibrium geometry. The level of theory is ωB97M-V/def2-TZVPD.

Its total charge is +2. The HOMO-LUMO gap (alpha / beta) comes out at 7.4 / 4.9 eV. Its multiplicity is 5. The value obtained for the total energy is -2555.4015 Ha. The value obtained for the HOMO energy (alpha / beta) is -0.488 / -0.518 Ha.

Geometry (Å):
Pt: -20.7329 -1.6152 1.7387
C: -17.5822 0.6764 0.4217
C: -17.3436 -0.7595 0.0017
C: -16.0885 -1.3156 -0.0472
C: -15.9087 -2.6054 -0.5968
C: -16.9929 -3.3042 -1.0990
C: -18.2854 -2.8241 -1.0831
C: -19.4379 -3.5972 -1.6948
C: -18.4486 -1.5154 -0.4404
N: -19.7054 -1.0709 -0.1954
C: -20.5984 -0.9001 -1.2673
O: -20.2166 -0.7660 -2.4168
C: -22.0358 -0.8003 -0.8976
C: -23.0116 -0.5221 -1.8240
C: -24.3300 -0.4259 -1.3295
C: -24.5786 -0.4845 0.0134
C: -23.4947 -0.6811 0.8738
N: -22.2841 -0.9345 0.4268
C: -23.6230 -0.6309 2.3492
O: -24.6598 -0.3050 2.8429
N: -22.4324 -0.9741 3.0310
C: -22.4090 -0.8313 4.3996
C: -22.4623 -2.0330 5.1567
C: -22.7147 -3.3473 4.5084
C: -22.3969 -1.9194 6.5423
C: -22.1860 -0.6730 7.1217
C: -22.1985 0.4770 6.3737
C: -22.4091 0.4854 5.0249
C: -22.5581 1.6554 4.1334
H: -16.6672 1.0847 0.8366
H: -18.3133 0.7035 1.2129
H: -18.0243 1.2707 -0.3536
H: -15.2336 -0.7485 0.3190
H: -14.9102 -3.0437 -0.6089
H: -16.7869 -4.2902 -1.5129
H: -19.0436 -4.5755 -1.9342
H: -19.8001 -3.1665 -2.6139
H: -20.2446 -3.7336 -0.9600
H: -22.7394 -0.4052 -2.8632
H: -25.1413 -0.3412 -2.0188
H: -25.5275 -0.3918 0.4716
H: -23.4448 -3.3433 3.7284
H: -23.1002 -3.9867 5.3203
H: -21.7879 -3.7247 4.0935
H: -22.4171 -2.7656 7.2128
H: -22.0639 -0.6085 8.1671
H: -22.1148 1.4131 6.9148
H: -22.4566 2.5625 4.7042
H: -23.5697 1.6505 3.6687
H: -21.8475 1.6262 3.3082
F: -19.9556 -5.1949 8.8602
C: -19.6088 -4.7063 7.6523
C: -19.7707 -5.4956 6.5494
C: -19.4802 -4.9942 5.3178
C: -19.0538 -3.6925 5.1815
C: -18.7914 -2.9051 6.3204
C: -19.0674 -3.4194 7.5637
Sb: -18.8207 -2.9008 3.2110
C: -18.1530 -4.5895 2.1706
C: -16.8933 -5.1485 2.2462
C: -16.5448 -6.2028 1.4424
C: -17.4687 -6.7417 0.5583
F: -17.0340 -7.6752 -0.2833
C: -18.7792 -6.2648 0.4871
C: -19.0976 -5.1934 1.3160
C: -17.1912 -1.6415 3.7294
C: -16.0421 -2.1122 4.3869
C: -15.0203 -1.2502 4.7506
C: -15.2682 0.1282 4.5667
F: -14.2740 0.9730 4.8824
C: -16.4253 0.6023 4.0291
C: -17.3745 -0.2807 3.6128
H: -20.1395 -6.5322 6.6545
H: -19.6060 -5.6137 4.4181
H: -18.3773 -1.9011 6.1886
H: -18.8922 -2.8022 8.4327
H: -16.1122 -4.7324 2.9019
H: -15.4816 -6.5402 1.4880
H: -19.5021 -6.7222 -0.2114
H: -20.0802 -4.7287 1.2590
H: -15.9649 -3.1970 4.5043
H: -14.0990 -1.5321 5.1568
H: -16.6114 1.6874 3.9457
H: -18.2326 0.1572 3.1066

Löwdin atomic charge list, values in e, 4 entries: Pt 1.016; C -0.004; C -0.175; C 0.017



This record from OMol25 describes a structure of composition C41H34BrN5OPtS3. The level of theory is ωB97M-V/def2-TZVPD.

Its total charge is +2. The HOMO-LUMO gap comes out at 7.7 eV. Its multiplicity is 1. The value obtained for the total energy is -5818.9505 Ha. The value obtained for the HOMO energy is -0.493 Ha.

Geometry (Å):
Pt: 1.3405 -2.4129 0.1475
O: 6.8978 -3.4908 2.5999
C: 5.7205 -3.3113 2.0042
C: 5.5677 -3.0133 0.6495
C: 4.2971 -2.8419 0.1604
N: 3.1853 -2.9536 0.9097
C: 3.3507 -3.2619 2.2043
Br: 1.8127 -3.5236 3.2490
C: 4.5801 -3.4414 2.7925
H: 7.6316 -3.4253 1.9754
H: 6.4173 -2.9204 -0.0131
H: 4.1403 -2.6118 -0.8834
H: 4.6628 -3.6978 3.8378
N: -0.4168 -2.0413 -0.6751
S: -1.6343 -1.5588 0.0183
N: -1.6318 -0.0943 0.7173
S: -1.1547 1.2321 0.0777
N: 0.3395 1.6295 0.1783
S: 1.6804 0.7024 0.1609
N: 1.7146 -0.6220 0.8466
C: 2.1823 0.8366 -1.5500
C: 2.5755 -0.2864 -2.2542
C: 2.9129 -0.1597 -3.5960
C: 2.8680 1.0836 -4.2071
C: 2.4806 2.2085 -3.4842
C: 2.1291 2.0912 -2.1523
C: 2.7510 1.7928 1.0426
C: 4.0510 1.9737 0.5987
C: 4.9069 2.7588 1.3564
C: 4.4617 3.3311 2.5395
C: 3.1588 3.1240 2.9767
C: 2.2897 2.3496 2.2273
C: -1.7005 1.4166 -1.5981
C: -2.7317 2.2890 -1.9172
C: -3.1299 2.3893 -3.2424
C: -2.5059 1.6261 -4.2177
C: -1.4788 0.7526 -3.8796
C: -1.0655 0.6412 -2.5641
C: -1.9757 2.4829 1.0046
C: -1.5071 3.7879 0.8991
C: -2.1649 4.7803 1.6041
C: -3.2617 4.4620 2.3980
C: -3.7073 3.1518 2.4961
C: -3.0653 2.1438 1.7915
C: -2.9914 -1.5908 -1.1117
C: -4.1785 -0.9490 -0.7798
C: -5.2357 -1.0054 -1.6713
C: -5.0977 -1.6991 -2.8691
C: -3.9080 -2.3408 -3.1804
C: -2.8388 -2.2912 -2.2975
C: -2.1866 -2.4762 1.4358
C: -3.1776 -3.4364 1.3167
C: -3.4839 -4.2182 2.4226
C: -2.8008 -4.0372 3.6152
C: -1.8025 -3.0732 3.7153
C: -1.4853 -2.2858 2.6228
H: 2.5798 -1.2552 -1.7709
H: 3.2106 -1.0338 -4.1596
H: 3.1364 1.1821 -5.2505
H: 2.4496 3.1776 -3.9633
H: 1.8180 2.9605 -1.5883
H: 4.3933 1.5252 -0.3251
H: 5.9201 2.9263 1.0181
H: 5.1324 3.9462 3.1241
H: 2.8192 3.5705 3.9011
H: 1.2710 2.1880 2.5528
H: -3.2202 2.8816 -1.1559
H: -3.9281 3.0686 -3.5083
H: -2.8213 1.7114 -5.2491
H: -1.0001 0.1532 -4.6423
H: -0.2834 -0.0575 -2.2980
H: -0.6451 4.0195 0.2883
H: -1.8197 5.8029 1.5390
H: -3.7678 5.2433 2.9490
H: -4.5517 2.9096 3.1263
H: -3.3846 1.1148 1.8740
H: -4.2793 -0.4218 0.1599
H: -6.1688 -0.5140 -1.4315
H: -5.9291 -1.7433 -3.5600
H: -3.8113 -2.8857 -4.1096
H: -1.8991 -2.7795 -2.5155
H: -3.7081 -3.5820 0.3848
H: -4.2602 -4.9670 2.3473
H: -3.0478 -4.6462 4.4743
H: -1.2790 -2.9318 4.6520
H: -0.7132 -1.5297 2.6887

Löwdin atomic charge list, values in e, 4 entries: Pt 0.969; O 0.130; C -0.289; C 0.031



Question: total charge of number 1 (C41H33AsBrN6O7Ti)?
Answer: +1



Question: Number 1 is which compound?
Answer: C41H33AsBrN6O7Ti